1.
ORCA calculation (wB97M-V/def2-TZVPD) on a structure of composition C4H11O4P in a non-equilibrium geometry.

Cartesian coordinates (Å):
P  0.28174  -0.71739  0.84219
O  -0.71298  -1.60275  0.31679
O  0.51439  0.44942  -0.25128
O  -0.24257  0.04986  2.14352
O  1.56107  -1.53622  1.17306
C  -0.23478  1.98702  -1.62772
C  -1.64081  0.22217  1.98277
C  2.29598  -1.87720  -0.01383
C  -0.55607  0.61666  -1.16314
H  -0.74033  2.74023  -1.08957
H  -2.07413  0.74729  1.04171
H  -2.06070  -0.76022  1.89356
H  -2.05574  0.78630  2.69622
H  3.34838  -1.91874  0.41840
H  -0.70119  2.08935  -2.64017
H  -0.59360  0.04875  -2.06666
H  0.92344  2.09254  -1.63717
H  -1.57549  0.74423  -0.75332
H  2.33779  -1.27635  -0.89540
H  1.92561  -2.88496  -0.36997

Values from the calculation:
energy above the lowest of the compared OMol25 structures with the same formula, charge and spin: 70.7 kcal/mol
frontier orbital gap: 0.4187 hartree

=====

2.
ORCA calculation (wB97M-V/def2-TZVPD) on a cluster of 4 separate species, C4H11O6 in total.

Cartesian coordinates (Å):
O  2.00703  1.29038  1.39466
O  -1.42391  1.79901  -2.05154
O  -1.38685  -1.04003  -2.82214
O  0.43256  -2.77231  1.20353
O  0.58151  1.06005  -0.32448
O  2.17048  -0.32715  -2.10509
C  0.88574  1.07869  0.91228
C  -0.18485  -1.74014  1.26084
C  -0.15089  -0.73950  2.38041
C  -0.28301  0.70084  1.86289
H  -0.65517  -0.95303  -2.19422
H  2.91367  -0.28545  -1.47922
H  -0.88952  -1.48324  0.44835
H  -2.08887  -0.51968  -2.41602
H  -0.87244  1.41276  -1.33320
H  -0.90510  1.73296  -2.85650
H  -1.05765  -0.90117  2.96299
H  0.77692  -0.85993  2.92741
H  1.55457  0.34773  -1.72923
H  -0.25728  1.37720  2.72137
H  -1.16693  0.82200  1.23689

Values from the calculation:
charge: -1
frontier orbital gap: 0.3314 hartree

=====

3.
ORCA calculation (wB97M-V/def2-TZVPD) on a structure of composition C4H11OP in a non-equilibrium geometry.

Cartesian coordinates (Å):
P  -0.23740  -0.93548  0.74718
O  2.59807  0.14118  -0.17172
C  0.35056  -2.02858  -0.69665
C  -1.84170  1.53075  0.39800
C  -1.31995  0.15051  -0.26834
C  1.80163  0.42451  0.96411
H  1.28935  -1.49695  -1.04928
H  -1.65701  2.42485  -0.22654
H  0.58258  -3.00786  -0.25306
H  -2.88677  1.54941  0.69341
H  -1.22440  1.81360  1.31452
H  -2.17741  -0.44599  -0.61271
H  -0.39126  -2.00656  -1.45700
H  -0.69611  0.32536  -1.19071
H  1.45087  1.38988  0.98026
H  2.03856  0.02441  -0.98819
H  2.32040  0.14695  1.81672

Values from the calculation:
energy above the lowest of the compared OMol25 structures with the same formula, charge and spin: 65.2 kcal/mol
frontier orbital gap: 0.3283 hartree

=====

4.
ORCA calculation (wB97M-V/def2-TZVPD) on a cluster of 2 separate species, C4H11OS in total in a non-equilibrium geometry.

Cartesian coordinates (Å):
S  -0.19896  -0.16038  -2.69365
O  0.61469  -0.69983  0.99189
C  1.47976  -0.23061  -1.82090
C  -0.42732  0.89456  2.52132
C  0.24322  0.60570  1.14988
C  -1.22729  -1.03984  -1.42544
H  -0.55577  0.88411  0.38823
H  2.12494  -0.89624  -2.37813
H  0.19281  0.94637  3.38865
H  -1.02210  -0.02148  2.70902
H  1.83554  0.77392  -1.79472
H  1.04647  1.36262  0.88480
H  -1.05916  1.78344  2.42602
H  -2.28265  -0.65612  -1.58004
H  -1.30656  -2.13010  -1.54667
H  1.34667  -0.57574  -0.76715
H  -0.80430  -0.84037  -0.45311

Values from the calculation:
charge: -1
energy above the lowest of the compared OMol25 structures with the same formula, charge and spin: 40.2 kcal/mol
frontier orbital gap: 0.2355 hartree

=====

5.
ORCA calculation (wB97M-V/def2-TZVPD) on a structure of composition C4H11P in a non-equilibrium geometry.

Cartesian coordinates (Å):
P  -0.79367  -0.13358  -0.43765
C  2.38569  -0.60722  -0.01238
C  -1.58213  -1.57677  0.14353
C  -1.89814  1.21475  0.12361
C  1.44692  0.55427  -0.14607
H  3.38146  -0.36775  -0.03256
H  1.66579  1.35663  -0.97587
H  1.45176  1.15740  0.86159
H  -2.87573  1.14465  -0.13380
H  -0.77354  -0.16380  -1.80789
H  -0.96936  -2.38591  0.04279
H  2.13182  -1.05571  0.87715
H  -2.00996  1.20344  1.15900
H  -2.08102  -1.42029  1.20586
H  2.08488  -1.25160  -0.74298
H  -1.56479  2.33147  -0.12435

Values from the calculation:
spin multiplicity: 3
energy above the lowest of the compared OMol25 structures with the same formula, charge and spin: 1.1 kcal/mol
frontier orbital gap (alpha / beta): 0.2130 / 0.3171 hartree

=====

6.
ORCA calculation (wB97M-V/def2-TZVPD) on a cluster of 2 separate species, C4H11PS2 in total in a non-equilibrium geometry.

Cartesian coordinates (Å):
S  0.46797  -0.73569  2.57971
S  -0.85795  2.61480  -1.17244
P  -0.24673  0.88060  -0.50587
C  1.89717  -0.80667  -1.09429
C  -0.98449  0.16487  3.13767
C  1.28114  0.49428  -1.46988
C  -1.50079  -0.36786  -0.92587
H  1.93849  1.43342  -1.66195
H  1.03618  0.33625  -2.53764
H  2.04127  -0.98399  -0.02541
H  -0.86191  0.76817  4.12176
H  -1.49675  -1.13933  -0.09357
H  -1.26684  -0.81419  -1.89794
H  -1.92009  -0.51049  3.19395
H  -2.53016  0.10069  -0.99774
H  -1.15416  0.92104  2.25137
H  2.87949  -0.79160  -1.41176
H  1.27815  -1.56431  -1.49010

Values from the calculation:
energy above the lowest of the compared OMol25 structures with the same formula, charge and spin: 65.6 kcal/mol
frontier orbital gap (alpha / beta): 0.2659 / 0.2323 hartree

=====

7.
ORCA calculation (wB97M-V/def2-TZVPD) on a cluster of 2 separate species, C4H12 in total in a non-equilibrium geometry.

Cartesian coordinates (Å):
C  1.42179  -0.83291  1.27337
C  0.68514  -2.16474  1.41186
C  -1.72052  1.29500  -1.21084
C  -0.34908  1.69709  -1.57249
H  0.36610  -2.61438  0.47539
H  1.19196  -2.93768  1.99797
H  2.43019  -1.07670  1.30214
H  -1.61392  0.15251  -0.83304
H  -0.15100  -2.08938  2.15051
H  -2.60707  1.36380  -1.82300
H  1.17347  -0.20910  0.38427
H  1.31497  -0.23148  2.11570
H  -0.54600  2.38640  -2.37152
H  0.18843  2.19068  -0.77178
H  0.33719  1.13164  -2.11678
H  -2.12166  1.93926  -0.41177

Values from the calculation:
charge: -1
spin multiplicity: 2
energy above the lowest of the compared OMol25 structures with the same formula, charge and spin: 32.3 kcal/mol
frontier orbital gap (alpha / beta): 0.0980 / 0.4049 hartree

=====

8.
ORCA calculation (wB97M-V/def2-TZVPD) on a cluster of 2 separate species, C4H12 in total in a non-equilibrium geometry.

Cartesian coordinates (Å):
C  -2.28139  -0.49728  0.49415
C  -2.03571  0.72130  1.37337
C  1.94599  -0.63973  -1.47200
C  2.30840  0.36740  -0.37292
H  -2.18948  0.51760  2.52996
H  0.94354  -1.01649  -1.36352
H  -2.43666  -1.44742  0.90598
H  3.08417  1.07284  -0.68554
H  -1.30614  -0.62973  -0.16939
H  1.48466  0.94094  -0.11990
H  -0.99014  1.20355  1.16855
H  -2.61582  1.60233  1.12996
H  -3.13110  -0.25995  -0.11554
H  2.75246  -0.01265  0.58188
H  1.90790  -0.36120  -2.53270
H  2.55932  -1.56151  -1.35233

Values from the calculation:
charge: -1
spin multiplicity: 2
energy above the lowest of the compared OMol25 structures with the same formula, charge and spin: 23.7 kcal/mol
frontier orbital gap (alpha / beta): 0.1099 / 0.4382 hartree

=====

9.
ORCA calculation (wB97M-V/def2-TZVPD) on a cluster of 2 separate species, C4H12 in total in a non-equilibrium geometry.

Cartesian coordinates (Å):
C  -0.78721  -1.19246  -0.80729
C  1.16997  1.91099  0.85127
C  -1.10721  -1.83579  -2.17566
C  0.74639  1.08937  2.10536
H  -0.59384  -2.77522  -2.24530
H  -0.36638  1.11425  2.20729
H  0.23604  -1.50162  -0.51236
H  1.27930  0.06519  2.11050
H  -0.79700  -1.13204  -3.00254
H  1.99218  2.50045  0.74261
H  1.22526  1.30320  -0.10151
H  -0.83938  -0.19125  -0.86355
H  -2.23750  -1.81994  -1.90541
H  -1.48399  -1.54727  -0.09920
H  1.17301  1.50743  3.01290
H  0.28070  2.64422  0.81451

Values from the calculation:
charge: -1
spin multiplicity: 2
energy above the lowest of the compared OMol25 structures with the same formula, charge and spin: 35.1 kcal/mol
frontier orbital gap (alpha / beta): 0.1000 / 0.4381 hartree

=====

10.
ORCA calculation (wB97M-V/def2-TZVPD) on a cluster of 2 separate species, C4H12 in total in a non-equilibrium geometry.

Cartesian coordinates (Å):
C  -0.49446  1.34840  1.06256
C  0.23933  -1.36733  -0.71380
C  -0.00471  -2.75040  -1.34973
C  0.30189  2.62547  0.84485
H  -0.37684  -3.43163  -0.53444
H  -1.09607  0.99073  0.26385
H  -0.75882  -2.50040  -2.20253
H  -0.32535  -0.52030  -1.36827
H  0.28458  3.15706  -0.11521
H  0.23236  0.54830  1.49599
H  1.32061  2.35483  1.13229
H  1.25090  -1.10671  -0.59084
H  -0.24951  -1.40906  0.26273
H  -1.22235  1.58834  1.91881
H  0.96090  -2.94406  -1.74036
H  -0.06247  3.41676  1.63410

Values from the calculation:
SMILES string: CC.CC
energy above the lowest of the compared OMol25 structures with the same formula, charge and spin: 32.0 kcal/mol
frontier orbital gap: 0.4475 hartree